The following is a quantum chemistry calculation of a molecular structure, C6H10, from OMol25.

Geometry as XYZ:
```
16
Properties=species:S:1:pos:R:3
C -0.8159 0.8568 1.3754
C 0.1379 -0.0597 2.1161
C -0.7476 -0.1755 0.3066
C 0.2689 0.1423 -0.7123
C 0.7330 -0.9658 -1.6433
C -0.2601 0.0174 -2.1470
H -0.3733 1.8340 1.1578
H -1.7872 0.9660 1.8670
H 1.1937 0.1380 2.0185
H -0.1213 -0.2696 3.1346
H -0.1131 -1.0683 1.6219
H 0.9764 0.9721 -0.5767
H 1.7568 -0.9052 -2.0051
H 0.3752 -1.9657 -1.4101
H 0.0674 0.7893 -2.8417
H -1.2909 -0.3061 -2.2617
```

Properties
Frontier orbital gap in Ha: 0.33626
Energy relative to the best compared isomer or geometry (same formula, charge and spin) in kJ/mol: 400.4
Strongest force on any atom in eV Å⁻¹: 1.4
E_LUMO in eV: 1.083
DFT total energy in eV: -6379.7098